The following is a quantum chemistry calculation of a structure of composition C40H33AuN4O4P, from the Open Molecules 2025 dataset.

Element x y z (Å)
Au: 0.696484 -0.255936 0.366481
C: 2.057280 -3.679321 -0.757809
C: 0.736154 -4.382631 -0.795630
C: 0.634800 -5.650273 -1.358745
C: -0.571313 -6.330323 -1.403819
C: -1.715296 -5.752323 -0.873739
C: -1.641897 -4.492238 -0.307959
C: -0.426259 -3.801425 -0.274535
P: -0.436938 -2.266608 0.678106
C: -2.167177 -1.752919 0.774560
C: -2.828234 -1.805682 1.999662
C: -4.146001 -1.388774 2.098863
C: -4.798075 -0.918461 0.970058
C: -4.139641 -0.871792 -0.250566
C: -2.819054 -1.287087 -0.379342
C: -2.146844 -1.263645 -1.725610
C: 0.148782 -2.640310 2.336272
C: 0.333373 -3.906859 2.863424
C: 0.928802 -4.034523 4.113577
C: 1.337742 -2.904005 4.801921
C: 1.147492 -1.632442 4.267443
C: 0.543811 -1.488230 3.029698
C: 0.263127 -0.160036 2.388674
H: 2.845601 -4.310557 -1.162897
H: 2.343730 -3.387786 0.255613
H: 1.999082 -2.782281 -1.364282
H: 1.525606 -6.108307 -1.769661
H: -0.616347 -7.314610 -1.850530
H: -2.660953 -6.276018 -0.897640
H: -2.538127 -4.046947 0.104451
H: -2.313638 -2.178086 2.877395
H: -4.656857 -1.434320 3.050973
H: -5.826993 -0.590283 1.036094
H: -4.663090 -0.511996 -1.127685
H: -2.776250 -0.763490 -2.459130
H: -1.955308 -2.276893 -2.085504
H: -1.185284 -0.744232 -1.707248
H: 0.040396 -4.784914 2.300646
H: 1.092780 -5.016812 4.534737
H: 1.823654 -3.008643 5.762942
H: 1.476714 -0.759120 4.816659
H: 0.877968 0.635738 2.807066
H: -0.789577 0.111050 2.491561
N: 0.932213 7.000111 0.402031
C: 1.560323 8.201222 0.155979
C: 1.160320 9.524748 0.323043
C: 2.076356 10.490102 -0.034772
C: 3.347244 10.157763 -0.540754
C: 3.737323 8.848484 -0.703599
C: 2.822841 7.852935 -0.347948
N: 2.945973 6.482422 -0.406731
C: 1.813253 6.013002 0.040515
C: 1.539524 4.582690 0.143396
C: 2.507726 3.681439 -0.296767
C: 2.272102 2.328367 -0.209652
N: 1.127347 1.835678 0.290941
C: 0.197290 2.693398 0.732448
C: 0.359672 4.058780 0.670120
H: -0.005997 6.885820 0.740283
H: 0.185388 9.787094 0.711646
H: 1.814046 11.533647 0.075819
H: 4.027594 10.955652 -0.805458
H: 4.711563 8.585373 -1.091610
H: 3.439674 4.052899 -0.696620
H: 3.013805 1.607465 -0.515100
H: -0.707964 2.260110 1.136094
H: -0.437864 4.688339 1.038945
O: 3.183848 -0.515254 -0.933201
C: 2.394851 -0.424217 -1.872246
O: 1.120485 -0.262637 -1.713508
C: 2.863509 -0.531691 -3.294138
C: 2.032191 -0.171263 -4.349527
C: 2.486331 -0.271040 -5.653586
C: 3.766508 -0.748022 -5.868317
C: 4.610775 -1.119185 -4.837252
C: 4.150405 -0.999797 -3.537187
N: 4.252781 -0.866641 -7.259891
O: 3.495313 -0.530872 -8.145880
O: 5.360005 -1.332401 -7.425914
H: 1.032624 0.183325 -4.142403
H: 1.871733 0.007620 -6.496151
H: 5.600939 -1.485675 -5.062255
H: 4.780480 -1.263136 -2.698961

Forces on atoms 1 to 2 (eV/Å):
Au -0.462 0.212 -0.498
C -0.029 -0.037 -0.007

LUMO: -3.72 eV
HOMO-LUMO gap: 0.2568 Eh
HOMO: -10.7100 eV
Total charge: +1